Computed, not measured: a 2-piece molecular cluster, CH4NO3 overall in a non-equilibrium geometry, with ωB97M-V/def2-TZVPD.

Output
Energy above the lowest of the compared OMol25 structures with the same formula, charge and spin, kcal/mol: 129.75
LUMO (spin up / spin down), eV: 4.7 / 4.7
Charge: -1
Multiplicity: 1
HOMO-LUMO gap (spin up / spin down), eV: 7.884 / 7.883

```
9
Properties=species:S:1:pos:R:3:forces:R:3
C 0.921 -0.061 -0.426 -0.538 0.950 0.553
N -1.852 -0.230 0.521 -0.262 1.511 -1.440
O -1.756 0.819 -0.167 -0.784 -2.263 1.236
O 1.821 0.511 0.576 -0.574 0.592 1.993
O 0.259 -1.024 0.158 -0.736 -1.023 -0.917
H 0.255 0.828 -0.743 0.157 -0.757 0.054
H 1.568 -0.267 -1.334 -0.217 -0.272 0.688
H -2.457 -1.008 -0.013 1.479 1.234 0.207
H 1.241 0.433 1.427 1.474 0.029 -2.375
```
Forces are in eV/Å.

How is the electron density shared among the atoms? According to Löwdin, the charges in e are: number 1, C, carries -0.584; number 2, N, carries -0.065; number 3, O, carries -0.244; number 4, O, carries -0.181; number 5, O, carries -0.259; number 6, H, carries 0.078; number 7, H, carries 0.092; number 8, H, carries 0.061; number 9, H, carries 0.101

---

Computed, not measured: a 2-piece molecular cluster, CH4NO3P overall in a non-equilibrium geometry, with ωB97M-V/def2-TZVPD.

Output
Energy above the lowest of the compared OMol25 structures with the same formula, charge and spin, kcal/mol: 30.32
LUMO, eV: 0.1
Charge: 0
Multiplicity: 1
SMILES: NP(=O)=O.C=O
HOMO-LUMO gap, eV: 10.972

```
10
Properties=species:S:1:pos:R:3:forces:R:3
C 1.940 0.082 0.016 0.953 0.226 0.182
N -1.522 -0.326 -0.861 -0.638 0.282 1.934
O -0.987 -1.096 1.698 0.416 -1.247 0.239
O -1.197 1.428 1.026 -0.128 -1.499 -0.267
O 1.298 -0.023 -0.981 -0.396 0.555 -1.177
P -1.166 -0.030 0.749 -0.320 2.536 -1.527
H 2.677 0.833 0.295 0.076 0.917 -0.647
H 1.889 -0.661 0.744 -0.360 -1.712 1.730
H -2.033 0.498 -1.133 0.173 0.153 -0.704
H -0.899 -0.705 -1.553 0.223 -0.212 0.237
```
Forces are in eV/Å.

How is the electron density shared among the atoms? According to Löwdin, the charges in e are: number 1, C, carries -0.131; number 2, N, carries -0.050; number 3, O, carries -0.263; number 4, O, carries -0.299; number 5, O, carries -0.008; number 6, P, carries 0.495; number 7, H, carries 0.092; number 8, H, carries 0.059; number 9, H, carries 0.051; number 10, H, carries 0.053

---

Computed, not measured: a 2-piece molecular cluster, CH4NO3P overall in a non-equilibrium geometry, with ωB97M-V/def2-TZVPD.

Output
Energy above the lowest of the compared OMol25 structures with the same formula, charge and spin, kcal/mol: 46.26
LUMO, eV: -0.7
Charge: 0
Multiplicity: 1
SMILES: [H]/N=C/P(=O)=O.O
HOMO-LUMO gap, eV: 10.342

```
10
Properties=species:S:1:pos:R:3:forces:R:3
C 0.457 -0.706 1.183 -2.576 -0.663 -0.467
N -0.042 -1.808 0.853 -1.542 0.405 0.875
O -0.749 1.824 0.804 0.903 -0.054 -0.189
O 0.285 0.669 -2.792 0.278 1.125 0.916
O -2.042 0.096 2.204 -0.284 -0.854 0.749
P -0.881 0.536 1.473 -0.083 0.775 -0.826
H 1.460 -0.491 1.151 2.419 0.916 0.336
H 0.344 1.322 -2.042 -0.160 -0.932 -1.176
H 0.619 1.152 -3.565 -0.146 -0.167 0.346
H 0.550 -2.594 0.731 1.192 -0.551 -0.564
```
Forces are in eV/Å.

How is the electron density shared among the atoms? According to Löwdin, the charges in e are: number 1, C, carries -0.259; number 2, N, carries 0.089; number 3, O, carries -0.294; number 4, O, carries -0.093; number 5, O, carries -0.265; number 6, P, carries 0.628; number 7, H, carries 0.056; number 8, H, carries 0.048; number 9, H, carries 0.034; number 10, H, carries 0.056

---

Computed, not measured: a 3-piece molecular cluster, CH4NO4P overall in a non-equilibrium geometry, with ωB97M-V/def2-TZVPD.

Output
Energy above the lowest of the compared OMol25 structures with the same formula, charge and spin, kcal/mol: 18.36
LUMO, eV: 4.9
Charge: -2
Multiplicity: 1
HOMO-LUMO gap, eV: 3.300

```
11
Properties=species:S:1:pos:R:3:forces:R:3
C 0.511 -1.190 0.812 -2.579 -2.178 1.664
N 0.237 -1.237 -0.414 -0.340 -0.416 -0.472
O 2.556 2.248 -2.072 0.180 0.391 -0.735
O 1.259 1.938 0.106 0.342 -0.351 0.011
O 3.334 0.526 -0.325 0.304 -0.317 0.211
O 1.056 -0.297 1.605 1.379 1.549 -1.452
P 2.407 1.573 -0.783 -0.313 0.426 0.095
H -0.037 -2.043 1.410 1.661 1.289 -0.658
H -13.191 -1.581 -0.396 -0.061 -0.008 0.000
H 0.402 -0.393 -0.923 0.653 0.701 -0.356
H 1.465 0.456 0.979 -1.227 -1.087 1.693
```
Forces are in eV/Å.

How is the electron density shared among the atoms? According to Löwdin, the charges in e are: number 1, C, carries -0.465; number 2, N, carries 0.072; number 3, O, carries -0.347; number 4, O, carries -0.348; number 5, O, carries -0.337; number 6, O, carries -0.023; number 7, P, carries 0.243; number 8, H, carries 0.126; number 9, H, carries -1.000; number 10, H, carries 0.004; number 11, H, carries 0.073

---

Computed, not measured: CH4NOP as an isolated structure in a non-equilibrium geometry, with ωB97M-V/def2-TZVPD.

Output
Energy above the lowest of the compared OMol25 structures with the same formula, charge and spin, kcal/mol: 69.35
LUMO (spin up / spin down), eV: -0.9 / -0.9
Charge: 0
Multiplicity: 1
HOMO-LUMO gap (spin up / spin down), eV: 8.435 / 8.436

```
8
Properties=species:S:1:pos:R:3:forces:R:3
C -1.057 -0.312 -0.935 -0.581 -3.487 1.463
N 2.223 0.585 1.719 -1.447 0.616 -0.836
O -0.148 0.473 -0.248 2.284 -0.792 1.964
P 1.200 -0.464 1.274 -1.569 1.322 -2.228
H -0.736 -0.743 -1.955 -0.290 0.684 1.589
H -2.033 0.117 -0.986 -0.522 1.349 -0.700
H -1.488 -1.204 -0.219 1.510 1.051 -1.627
H 2.038 1.547 1.351 0.616 -0.744 0.376
```
Forces are in eV/Å.

How is the electron density shared among the atoms? According to Löwdin, the charges in e are: number 1, C, carries -0.340; number 2, N, carries -0.359; number 3, O, carries -0.485; number 4, P, carries 0.963; number 5, H, carries 0.086; number 6, H, carries 0.035; number 7, H, carries 0.091; number 8, H, carries 0.008

---

Computed, not measured: an isolated molecule of CH4NOP in a non-equilibrium geometry, with ωB97M-V/def2-TZVPD.

Output
Energy above the lowest of the compared OMol25 structures with the same formula, charge and spin, kcal/mol: 38.67
LUMO, eV: 1.0
Charge: 0
Multiplicity: 1
SMILES: NP1CO1
HOMO-LUMO gap, eV: 9.445

```
8
Properties=species:S:1:pos:R:3:forces:R:3
C -1.181 -0.484 0.363 0.656 3.029 0.634
N 1.530 0.573 -0.267 -0.087 -0.891 -2.362
O -1.081 0.453 -0.700 -0.055 0.217 -1.026
P 0.061 1.119 0.312 -2.294 -1.898 0.711
H -2.158 -0.514 0.826 -0.034 0.463 0.281
H -0.826 -1.440 0.163 1.119 -1.484 -0.535
H 2.075 0.253 0.518 0.674 -0.426 -0.387
H 1.580 0.041 -1.215 0.021 0.991 2.685
```
Forces are in eV/Å.

How is the electron density shared among the atoms? According to Löwdin, the charges in e are: number 1, C, carries -0.286; number 2, N, carries -0.266; number 3, O, carries -0.465; number 4, P, carries 0.844; number 5, H, carries 0.045; number 6, H, carries 0.020; number 7, H, carries 0.008; number 8, H, carries 0.100

---

Computed, not measured: a 3-piece molecular cluster, CH4NOPS overall in a non-equilibrium geometry, with ωB97M-V/def2-TZVPD.

Output
Energy above the lowest of the compared OMol25 structures with the same formula, charge and spin, kcal/mol: 45.14
LUMO (spin up / spin down), eV: 0.3 / -3.8
Charge: 0
Multiplicity: 3
HOMO-LUMO gap (spin up / spin down), eV: 8.582 / 5.837

```
9
Properties=species:S:1:pos:R:3:forces:R:3
C -0.492 0.507 2.425 1.068 -0.452 0.855
N 0.429 -0.168 2.035 0.797 -0.927 -1.195
O -1.239 1.133 3.034 -2.079 1.450 0.520
P 2.428 -1.137 0.248 1.031 0.869 -0.103
S -1.524 0.780 -3.365 0.257 -0.424 0.744
H -1.485 0.710 -2.008 0.149 -0.230 -0.508
H 2.661 -1.968 1.389 -0.636 -0.279 -0.556
H 1.431 -1.751 -0.531 -0.187 -0.658 0.475
H -2.210 1.893 -3.228 -0.400 0.651 -0.233
```
Forces are in eV/Å.

How is the electron density shared among the atoms? According to Löwdin, the charges in e are: number 1, C, carries -0.415; number 2, N, carries 0.178; number 3, O, carries 0.219; number 4, P, carries 0.523; number 5, S, carries 0.465; number 6, H, carries -0.218; number 7, H, carries -0.239; number 8, H, carries -0.261; number 9, H, carries -0.251

---

Computed, not measured: a 2-piece molecular cluster, CH4NOS overall, with ωB97M-V/def2-TZVPD.

Output
Energy above the lowest of the compared OMol25 structures with the same formula, charge and spin, kcal/mol: 2.37
LUMO, eV: 4.2
Charge: -1
Multiplicity: 1
HOMO-LUMO gap, eV: 7.328

```
8
Properties=species:S:1:pos:R:3:forces:R:3
S 2.451 1.120 -0.096 -0.078 0.055 0.086
H 2.317 1.782 1.070 0.024 -0.062 -0.066
C -0.921 -1.129 -0.135 0.196 0.578 0.755
N -0.712 0.196 -0.277 0.121 -0.346 -0.285
O -1.920 -1.668 0.315 -0.237 -0.149 -0.621
H -0.012 -1.688 -0.415 -0.056 -0.164 0.166
H -1.465 0.860 -0.287 -0.126 -0.117 0.473
H 0.262 0.527 -0.175 0.156 0.205 -0.509
```
Forces are in eV/Å.

How is the electron density shared among the atoms? According to Löwdin, the charges in e are: number 1, S, carries -0.223; number 2, H, carries -0.450; number 3, C, carries -0.457; number 4, N, carries 0.081; number 5, O, carries -0.054; number 6, H, carries 0.117; number 7, H, carries 0.085; number 8, H, carries -0.099

---

Computed, not measured: CH4Na9O5 as an isolated structure in a non-equilibrium geometry, with ωB97M-V/def2-TZVPD.

Output
LUMO (spin up / spin down), eV: -20.1 / -21.0
Charge: +6
Multiplicity: 2
HOMO-LUMO gap (spin up / spin down), eV: 4.746 / 7.725

```
19
Properties=species:S:1:pos:R:3:forces:R:3
Na 2.371 -3.006 -0.747 0.542 -1.269 -0.302
Na 2.176 -0.790 -2.738 0.414 0.056 -1.202
Na 0.736 3.467 0.651 -0.460 0.573 1.209
Na -1.761 1.792 -0.937 -1.070 0.158 0.914
Na 3.236 -0.941 1.741 0.512 -0.106 1.140
Na -1.228 -1.122 -2.381 -0.954 -0.707 -0.463
Na 1.185 2.969 -2.558 0.064 0.554 -1.090
Na -0.285 -2.479 0.906 -1.433 -0.539 0.683
Na 3.808 1.376 -0.656 0.900 0.381 -0.130
C 0.673 0.139 -0.227 -2.336 -0.702 -1.015
O 1.669 -0.577 -0.348 5.400 -3.636 0.866
O 0.689 1.304 -0.556 2.038 8.185 -1.592
O -0.454 -0.313 -0.070 -3.866 -3.518 1.062
O -1.583 1.687 1.614 0.809 0.310 -1.089
H -0.971 0.951 1.579 -0.123 -0.412 0.146
H -1.808 1.768 2.541 -0.654 0.417 0.681
O -2.787 -2.405 0.521 1.653 -0.142 -0.494
H -2.455 -1.537 0.292 -0.608 0.606 0.119
H -3.210 -2.283 1.371 -0.829 -0.209 0.557
```
Forces are in eV/Å.

How is the electron density shared among the atoms? According to Löwdin, the charges in e are: number 1, Na, carries 0.803; number 2, Na, carries 0.730; number 3, Na, carries 0.830; number 4, Na, carries 0.750; number 5, Na, carries 0.860; number 6, Na, carries 0.804; number 7, Na, carries 0.827; number 8, Na, carries 0.736; number 9, Na, carries 0.804; number 10, C, carries -1.099; number 11, O, carries -0.118; number 12, O, carries -0.082; number 13, O, carries -0.070; number 14, O, carries 0.004; number 15, H, carries 0.013; number 16, H, carries 0.107; number 17, O, carries 0.010; number 18, H, carries -0.007; number 19, H, carries 0.099

---

Computed, not measured: a 2-piece molecular cluster, CH4O2P2 overall in a non-equilibrium geometry, with ωB97M-V/def2-TZVPD.

Output
Energy above the lowest of the compared OMol25 structures with the same formula, charge and spin, kcal/mol: 41.69
LUMO, eV: -0.4
Charge: 0
Multiplicity: 1
SMILES: O=PO.C=P
HOMO-LUMO gap, eV: 9.327

```
9
Properties=species:S:1:pos:R:3:forces:R:3
C -1.095 -0.451 -0.754 0.396 -0.223 -0.645
O 0.506 0.207 2.630 0.443 0.572 -0.165
O -0.308 -2.096 2.329 -2.098 1.176 1.235
P 0.876 -1.031 1.935 -1.173 -0.620 1.155
P 0.476 -0.063 -1.002 1.034 1.847 -0.720
H -1.244 -1.508 -0.601 -0.195 -0.193 0.350
H -1.963 0.131 -0.918 -0.716 0.607 0.064
H -1.115 -1.669 2.894 2.943 -1.212 -1.917
H 0.554 1.453 -1.391 -0.633 -1.956 0.643
```
Forces are in eV/Å.

How is the electron density shared among the atoms? According to Löwdin, the charges in e are: number 1, C, carries -0.482; number 2, O, carries -0.489; number 3, O, carries -0.404; number 4, P, carries 0.670; number 5, P, carries 0.692; number 6, H, carries -0.021; number 7, H, carries -0.019; number 8, H, carries 0.139; number 9, H, carries -0.086

---

Computed, not measured: a 2-piece molecular cluster, CH4O2S overall in a non-equilibrium geometry, with ωB97M-V/def2-TZVPD.

Output
Energy above the lowest of the compared OMol25 structures with the same formula, charge and spin, kcal/mol: 18.25
LUMO, eV: 0.5
Charge: 0
Multiplicity: 1
SMILES: O=CO.S
HOMO-LUMO gap, eV: 10.543

```
8
Properties=species:S:1:pos:R:3:forces:R:3
S -1.230 2.730 1.184 -0.986 -1.672 -0.117
H -2.503 2.333 1.587 1.137 0.440 -0.316
H -1.007 1.455 0.661 -0.207 1.246 0.400
O 2.302 -1.684 -1.201 -4.132 0.537 0.756
C 1.080 -1.634 -0.975 3.288 -0.996 0.434
O 0.349 -0.615 -0.492 -1.104 -0.421 -0.948
H 0.374 -2.494 -1.001 0.635 0.166 -0.804
H 0.635 -0.092 0.236 1.369 0.700 0.596
```
Forces are in eV/Å.

How is the electron density shared among the atoms? According to Löwdin, the charges in e are: number 1, S, carries 0.433; number 2, H, carries -0.185; number 3, H, carries -0.226; number 4, O, carries 0.046; number 5, C, carries -0.340; number 6, O, carries 0.051; number 7, H, carries 0.142; number 8, H, carries 0.080

---

Computed, not measured: a 2-piece molecular cluster, CH4O2S overall in a non-equilibrium geometry, with ωB97M-V/def2-TZVPD.

Output
Energy above the lowest of the compared OMol25 structures with the same formula, charge and spin, kcal/mol: 147.92
LUMO (spin up / spin down), eV: -4.4 / -4.4
Charge: 0
Multiplicity: 1
HOMO-LUMO gap (spin up / spin down), eV: 3.899 / 3.936

```
8
Properties=species:S:1:pos:R:3:forces:R:3
C -0.746 -0.766 -0.172 -0.844 -0.005 -0.504
O -1.620 0.272 0.139 -1.968 -1.031 -0.167
O 0.478 -0.614 0.167 1.409 -0.274 -0.168
S 3.559 0.298 0.196 0.988 1.632 0.336
H -1.105 -0.988 -1.239 1.079 0.040 0.136
H -1.044 -1.840 0.210 -0.084 1.239 0.319
H -1.296 1.080 0.510 1.142 0.216 0.459
H 2.679 -0.580 -0.046 -1.722 -1.817 -0.411
```
Forces are in eV/Å.

How is the electron density shared among the atoms? According to Löwdin, the charges in e are: number 1, C, carries -0.493; number 2, O, carries -0.007; number 3, O, carries -0.043; number 4, S, carries 0.497; number 5, H, carries 0.163; number 6, H, carries 0.189; number 7, H, carries 0.086; number 8, H, carries -0.393

---

Number 1: energy -320.8699 Eh. Number 2: energy -662.3515 Eh. Number 3: energy -662.3261 Eh. Number 4: energy -737.5977 Eh. Number 5: energy -511.7536 Eh. Number 6: energy -511.8025 Eh. Number 7: energy -909.8692 Eh. Number 8: energy -568.7470 Eh. Number 9: energy -1874.7642 Eh. Number 10: energy -873.6546 Eh. Number 11: energy -589.1388 Eh. Number 12: energy -588.9322 Eh.